No. 1
{
  "formula": "C18H20AsAuBN4O6S4Te",
  "method": "wB97M-V/def2-TZVPD",
  "e_lumo_ev": [0.12, 0.12],
  "de_lowest_kj_mol": 116.2,
  "total_charge": -1,
  "spin_multiplicity": 1,
  "species": ["Au", "O", "As", "O", "O", "C", "C", "C", "C", "C", "C", "S", "O", "O", "O", "H", "H", "H", "H", "H", "C", "N", "C", "C", "N", "B", "N", "C", "C", "N", "C", "C", "S", "C", "S", "H", "H", "H", "H", "H", "H", "H", "H", "H", "H", "H", "H", "Te", "C", "C", "C", "C", "S", "H", "H", "H"],
  "positions_angstrom": [[-0.4127, 2.4333, 1.2557], [3.3910, 2.7669, -0.9003], [2.2169, 1.4894, -0.8500], [2.9681, -0.0138, -1.1329], [1.5263, 1.2911, 0.6607], [0.9638, 1.7037, -2.3219], [0.8037, 0.5825, -3.1298], [-0.1017, 0.6002, -4.1838], [-0.8508, 1.7384, -4.4359], [-0.6724, 2.8733, -3.6545], [0.2410, 2.8596, -2.6111], [0.5436, 4.3714, -1.7029], [1.8540, 4.8063, -2.1800], [-0.5603, 5.2493, -1.9900], [0.6453, 3.9005, -0.3158], [2.9876, 3.5820, -1.2646], [1.4078, -0.2920, -2.9332], [-0.2141, -0.2776, -4.8090], [-1.5682, 1.7489, -5.2479], [-1.2272, 3.7838, -3.8361], [2.7016, 1.0247, 3.8075], [1.5017, 0.2075, 3.8729], [1.4652, -1.1679, 3.9352], [0.1639, -1.5159, 3.8723], [-0.5955, -0.3684, 3.7661], [-2.1352, -0.3810, 3.4342], [-2.2330, -0.5673, 1.8678], [-2.0211, -1.7768, 1.2531], [-2.1643, -1.6153, -0.0855], [-2.4713, -0.2964, -0.2835], [-2.7108, 0.3420, -1.5632], [-2.5091, 0.3495, 0.9129], [-2.8001, 2.0346, 1.0426], [0.2388, 0.6932, 3.7792], [-0.1413, 2.3603, 3.7222], [3.5430, 0.4250, 4.1484], [2.5779, 1.8975, 4.4431], [2.8608, 1.3550, 2.7809], [2.3567, -1.7647, 4.0006], [-0.2913, -2.4903, 3.8997], [-2.6613, 0.6422, 3.7548], [-2.5993, -1.3809, 3.9487], [-1.7718, -2.6603, 1.8139], [-2.0662, -2.3152, -0.8957], [-2.6476, -0.4164, -2.3402], [-1.9606, 1.1120, -1.7396], [-3.6922, 0.8112, -1.5726], [1.2831, -1.3262, 0.0690], [1.0024, -3.3193, -0.5803], [0.5251, -3.7804, -1.7843], [0.3577, -5.1899, -1.8273], [0.7189, -5.7888, -0.6533], [1.2680, -4.6426, 0.4832], [0.3066, -3.1188, -2.6128], [-0.0194, -5.7317, -2.6839], [0.6787, -6.8376, -0.4027]]
}

***

No. 2
{
  "formula": "C18H20AsDyN4O10S4",
  "method": "wB97M-V/def2-TZVPD",
  "e_lumo_ev": [4.29, 4.29],
  "de_lowest_kj_mol": 123.2,
  "total_charge": -2,
  "spin_multiplicity": 6,
  "s_squared": 9.33,
  "species": ["Dy", "O", "As", "O", "O", "C", "C", "C", "C", "C", "C", "S", "O", "O", "O", "H", "H", "H", "H", "H", "C", "C", "C", "C", "C", "C", "C", "S", "O", "O", "N", "C", "C", "O", "O", "H", "H", "H", "H", "H", "H", "H", "H", "H", "C", "N", "C", "N", "S", "H", "H", "H", "H", "H", "H", "S", "C", "N"],
  "positions_angstrom": [[-0.6931, -0.0367, -1.5506], [-3.2381, 0.7824, -1.2209], [-2.3328, 1.9756, -0.2457], [-3.3145, 2.4115, 0.9875], [-0.8281, 1.3986, 0.0441], [-2.0844, 3.6567, -1.2651], [-2.6451, 4.8170, -0.7325], [-2.3235, 6.0593, -1.2536], [-1.3955, 6.1598, -2.2819], [-0.8260, 5.0103, -2.8022], [-1.1740, 3.7705, -2.2974], [-0.4225, 2.3068, -3.0453], [0.6344, 1.8717, -2.1348], [0.0546, 2.7513, -4.3355], [-1.5113, 1.3283, -3.1117], [-3.6956, 0.2885, -0.5251], [-3.3288, 4.7039, 0.1027], [-2.7937, 6.9502, -0.8583], [-1.1042, 7.1277, -2.6701], [-0.1060, 5.0283, -3.6077], [2.6714, -0.3549, 5.4516], [1.5882, -0.6373, 4.4441], [1.2496, 0.3157, 3.4923], [0.2552, 0.0793, 2.5574], [-0.4023, -1.1378, 2.5431], [-0.0817, -2.0934, 3.4914], [0.8956, -1.8419, 4.4404], [-1.6528, -1.5846, 1.3037], [-2.3338, -2.7463, 1.8612], [-2.5541, -0.4585, 1.0814], [-0.8458, -1.9478, -0.0325], [-1.4825, -3.0439, -0.7587], [-1.3113, -2.8044, -2.2856], [-0.8645, -3.7200, -2.9711], [-1.7082, -1.6677, -2.6708], [3.5000, 0.1636, 4.9731], [3.0426, -1.2752, 5.8988], [2.2996, 0.2850, 6.2542], [1.7828, 1.2548, 3.4696], [-0.0098, 0.8395, 1.8400], [-0.6213, -3.0275, 3.4748], [1.1293, -2.5933, 5.1847], [-2.5591, -3.0630, -0.5474], [-1.0700, -4.0204, -0.4632], [1.8553, -4.1340, -0.6348], [1.7129, -2.7743, -0.1689], [2.4697, -1.7527, -0.5655], [3.6272, -1.9863, -1.2507], [2.1239, -0.2007, -0.0147], [1.3079, -4.7736, 0.0593], [2.9087, -4.4221, -0.6303], [1.4351, -4.2713, -1.6369], [0.7382, -2.4816, 0.0875], [3.5587, -2.6585, -2.0062], [4.0610, -1.1227, -1.5538], [3.3590, -1.0190, -4.4136], [2.0030, -0.8688, -3.5900], [1.0488, -0.8175, -2.9090]]
}

***

No. 3
{
  "formula": "C18H20Br4Cl2N2O3SSiZr",
  "method": "wB97M-V/def2-TZVPD",
  "e_lumo_ev": 0.11,
  "de_lowest_kj_mol": 181.2,
  "total_charge": 0,
  "spin_multiplicity": 1,
  "species": ["Zr", "Cl", "C", "Cl", "H", "H", "C", "Si", "C", "C", "C", "C", "C", "C", "N", "C", "S", "H", "H", "H", "H", "H", "H", "H", "H", "H", "H", "H", "H", "Br", "C", "C", "Br", "C", "Br", "C", "O", "C", "O", "C", "Br", "C", "C", "N", "H", "H", "H", "C", "O", "H", "H", "H"],
  "positions_angstrom": [[-0.2535, -0.1602, -1.6339], [-0.9971, -0.3795, -4.4301], [-0.0527, -1.8595, -4.6266], [0.7595, -2.2021, -3.0843], [0.7104, -1.7006, -5.3908], [-0.7287, -2.6853, -4.8595], [-2.1465, -0.7486, 4.8865], [-0.5141, -0.1996, 4.0589], [-0.4843, 1.6876, 3.8851], [0.9779, -0.7276, 5.1371], [-0.3223, -1.2618, 2.4919], [-0.2916, -2.6335, 2.6540], [-0.1422, -3.4922, 1.5686], [-0.0207, -2.9301, 0.3157], [-0.0419, -1.6122, 0.1149], [-0.2009, -0.7776, 1.1746], [-0.2178, 0.8912, 0.7501], [-2.2796, -0.2448, 5.8385], [-2.1746, -1.8167, 5.0794], [-3.0076, -0.5063, 4.2709], [-0.5364, 2.1440, 4.8695], [-1.3189, 2.0531, 3.2982], [0.4225, 2.0311, 3.3994], [0.9317, -0.2597, 6.1139], [1.9163, -0.4312, 4.6780], [1.0180, -1.8011, 5.2912], [-0.3909, -3.0432, 3.6456], [-0.1227, -4.5618, 1.6997], [0.1054, -3.5525, -0.5656], [-1.3542, 5.8274, -4.9177], [-0.5529, 4.2645, -4.2332], [0.7299, 3.9111, -4.6233], [1.6905, 4.9858, -5.8393], [1.2958, 2.7336, -4.1387], [3.0116, 2.1547, -4.6788], [0.6110, 1.9174, -3.2513], [1.0749, 0.7731, -2.7863], [-0.7066, 2.2767, -2.8477], [-1.3304, 1.4417, -2.0469], [-1.2642, 3.4427, -3.3584], [-3.0355, 3.8447, -2.8548], [4.3353, -0.2486, 0.4045], [3.1045, -0.4087, -0.2971], [2.1137, -0.5551, -0.8558], [5.0579, -0.9748, 0.0317], [4.1709, -0.4120, 1.4694], [4.7167, 0.7575, 0.2451], [-2.8858, -0.9760, -1.1876], [-1.7368, -1.3294, -1.8840], [-3.2916, -0.0192, -1.5603], [-2.6935, -0.8750, -0.1000], [-3.6579, -1.7513, -1.3201]]
}

***

No. 4
{
  "formula": "C18H20Br4Cl2N2O3SSiZr",
  "method": "wB97M-V/def2-TZVPD",
  "e_lumo_ev": 0.12,
  "de_lowest_kj_mol": 35.0,
  "total_charge": 0,
  "spin_multiplicity": 1,
  "species": ["Zr", "Cl", "C", "Cl", "H", "H", "C", "Si", "C", "C", "C", "C", "C", "C", "N", "C", "S", "H", "H", "H", "H", "H", "H", "H", "H", "H", "H", "H", "H", "Br", "C", "C", "Br", "C", "Br", "C", "O", "C", "O", "C", "Br", "C", "C", "N", "H", "H", "H", "C", "O", "H", "H", "H"],
  "positions_angstrom": [[-0.3573, -1.2093, -0.2461], [0.4443, -0.7167, -3.0573], [-1.0674, -0.9269, -3.9865], [-2.4864, -0.6090, -2.9982], [-1.1036, -1.9537, -4.3295], [-1.0388, -0.2167, -4.8033], [3.3575, 3.7043, -0.8651], [2.2273, 3.8106, 0.6182], [3.0041, 3.0368, 2.1297], [1.8734, 5.6161, 0.9762], [0.5680, 2.9820, 0.2493], [-0.6209, 3.6883, 0.3188], [-1.8618, 3.0829, 0.0918], [-1.8804, 1.7466, -0.2085], [-0.7433, 1.0396, -0.3173], [0.4589, 1.6150, -0.0903], [1.7789, 0.4926, -0.2054], [4.2627, 4.2909, -0.6891], [2.8674, 4.1039, -1.7556], [3.6479, 2.6746, -1.0706], [3.9119, 3.5783, 2.4065], [3.2644, 1.9934, 1.9508], [2.3192, 3.0755, 2.9797], [2.8143, 6.1324, 1.1805], [1.2338, 5.7459, 1.8519], [1.4016, 6.1199, 0.1297], [-0.5983, 4.7429, 0.5692], [-2.7840, 3.6400, 0.1682], [-2.7954, 1.1877, -0.3560], [-6.1661, -4.5876, 1.5096], [-4.5597, -4.1002, 0.6527], [-3.8625, -5.0205, -0.1235], [-4.5078, -6.7782, -0.3395], [-2.6701, -4.6426, -0.7500], [-1.6684, -5.8187, -1.8301], [-2.1763, -3.3583, -0.6000], [-1.0507, -2.9122, -1.1667], [-2.8812, -2.4278, 0.1902], [-2.3473, -1.2040, 0.2726], [-4.0658, -2.8000, 0.8021], [-4.9435, -1.4856, 1.8263], [3.8013, -3.9826, -0.8015], [2.5892, -3.1863, -0.7046], [1.6302, -2.5728, -0.6173], [4.1260, -4.0288, -1.8391], [3.6002, -4.9896, -0.4409], [4.5840, -3.5295, -0.1963], [-0.3239, -0.9810, 2.7472], [0.0655, -1.6816, 1.5833], [0.0660, -1.4877, 3.6318], [-1.4150, -0.9313, 2.8157], [0.0778, 0.0386, 2.7361]]
}

***

No. 5
{
  "formula": "C18H20Cl2F5N2O5SrTe",
  "method": "wB97M-V/def2-TZVPD",
  "e_lumo_ev": 1.76,
  "de_lowest_kj_mol": 18.1,
  "total_charge": -1,
  "spin_multiplicity": 1,
  "species": ["Sr", "C", "O", "C", "C", "C", "C", "C", "C", "N", "N", "C", "O", "C", "C", "C", "C", "C", "C", "C", "O", "H", "H", "H", "H", "H", "H", "H", "H", "H", "H", "H", "H", "C", "C", "O", "H", "H", "H", "H", "H", "H", "F", "Te", "F", "F", "F", "F", "O", "Cl", "C", "Cl", "H", "H"],
  "positions_angstrom": [[-0.1040, 0.3831, -0.0631], [0.8609, -4.4114, 0.6883], [2.1254, -3.7168, 0.7055], [2.4234, -2.9950, 1.7538], [3.2467, -3.5036, 2.7618], [3.5790, -2.6663, 3.8658], [2.9997, -1.4537, 4.0174], [2.1255, -0.9703, 2.9771], [1.6928, 0.4195, 3.1324], [1.0016, 1.1453, 2.2813], [0.6596, 2.4035, 2.8034], [-0.2081, 2.9354, 2.0129], [-0.7734, 2.4117, 0.9910], [-0.7265, 4.3284, 2.3248], [-1.9223, 4.7168, 1.7564], [-2.5218, 5.9852, 1.9518], [-1.8729, 6.8777, 2.7573], [-0.6302, 6.5872, 3.2858], [-0.0474, 5.2935, 3.0853], [1.7845, -1.7330, 1.8343], [0.8753, -1.3486, 1.0307], [0.0485, -3.7145, 1.0075], [0.9056, -5.3000, 1.3390], [0.6759, -4.8009, -0.2874], [3.6387, -4.5006, 2.5435], [4.4410, -3.0536, 4.3367], [3.3447, -0.6446, 4.6863], [1.9852, 0.9318, 4.0671], [-2.5126, 3.9112, 1.3715], [-3.5770, 6.1333, 1.7482], [-2.2720, 7.8676, 3.2178], [-0.1205, 7.3416, 3.8592], [0.8148, 4.9883, 3.6665], [-1.8504, -5.9703, -5.4911], [-0.5131, -5.4079, -5.7984], [-0.6384, -4.2797, -6.7124], [-1.8209, -6.8086, -4.8110], [-2.3221, -6.2763, -6.4101], [-2.5616, -5.3015, -5.0056], [0.1404, -6.0614, -6.3849], [0.0947, -5.1671, -4.9277], [-0.5082, -3.4975, -6.1702], [-3.4114, -2.7418, -1.3454], [-2.3210, -2.0584, -2.7669], [-1.1664, -3.5175, -2.4334], [-3.6320, -0.8821, -3.2670], [-1.4037, -1.7782, -4.3196], [-3.2320, -3.2394, -3.8277], [-1.3314, -0.8732, -1.8467], [0.7921, 7.8233, 0.1225], [0.9728, 6.6946, -1.1422], [0.2202, 7.2395, -2.6543], [0.5164, 5.7697, -0.9555], [2.0359, 6.4856, -1.3624]]
}

***

No. 6
{
  "formula": "C18H20ClFN4O2",
  "method": "wB97M-V/def2-TZVPD",
  "e_lumo_ev": -0.42,
  "de_lowest_kj_mol": 111.3,
  "total_charge": 0,
  "spin_multiplicity": 1,
  "species": ["C", "O", "C", "C", "C", "C", "N", "C", "O", "C", "C", "C", "N", "C", "C", "C", "C", "C", "F", "C", "C", "C", "Cl", "C", "N", "N", "H", "H", "H", "H", "H", "H", "H", "H", "H", "H", "H", "H", "H", "H", "H", "H", "H", "H", "H", "H"],
  "positions_angstrom": [[-2.7921, 2.0408, 7.6072], [-2.2200, 1.0445, 6.7535], [-2.6750, 0.9658, 5.4548], [-2.0551, -0.0522, 4.6453], [-2.3950, -0.2061, 3.3377], [-3.3854, 0.6324, 2.6668], [-3.8114, 0.6645, 1.4770], [-3.2132, -0.0228, 0.4439], [-3.8946, -0.4158, -0.4932], [-1.7042, 0.2104, 0.2074], [-1.0115, -0.8777, -0.6554], [-1.3481, -0.8601, -2.1471], [0.0702, -1.0630, -2.4429], [0.6525, -0.4948, -3.6551], [2.1444, -0.7992, -3.7534], [2.5363, -2.0379, -4.2699], [3.8860, -2.3623, -4.3739], [4.8563, -1.4543, -3.9643], [6.1602, -1.7973, -4.0749], [4.4870, -0.2066, -3.4467], [5.5651, 0.7779, -3.0026], [3.1239, 0.1232, -3.3415], [2.6616, 1.6756, -2.7142], [0.3926, -0.5099, -1.1286], [-3.9674, 1.5516, 3.5918], [-3.5956, 1.7527, 4.9905], [-2.3314, 1.9738, 8.5928], [-2.6141, 3.0519, 7.2343], [-3.8668, 1.8992, 7.7411], [-1.3284, -0.7111, 5.0957], [-1.9317, -1.0125, 2.7939], [-1.6422, 1.1762, -0.2937], [-1.1432, 0.3410, 1.1269], [-1.0870, -1.8655, -0.1965], [-2.0051, -1.6513, -2.5146], [-1.7329, 0.1026, -2.4956], [0.1538, -0.9354, -4.5203], [0.4625, 0.5766, -3.7371], [1.7879, -2.7562, -4.5741], [4.1894, -3.3212, -4.7659], [5.4210, 1.0451, -1.9553], [6.5741, 0.3782, -3.1096], [5.4993, 1.6969, -3.5858], [0.5764, 0.5675, -1.1498], [1.2336, -1.0014, -0.6353], [-4.6828, 2.1664, 3.2368]]
}

***

No. 7
{
  "formula": "C18H20ClN4O5PtS",
  "method": "wB97M-V/def2-TZVPD",
  "e_lumo_ev": [-8.84, -12.74],
  "de_lowest_kj_mol": 87.8,
  "total_charge": 3,
  "spin_multiplicity": 5,
  "s_squared": 6.05,
  "species": ["Pt", "O", "Cl", "O", "O", "O", "N", "C", "N", "C", "C", "C", "C", "C", "C", "H", "H", "H", "H", "H", "H", "C", "C", "C", "N", "C", "S", "N", "C", "O", "C", "C", "C", "C", "C", "C", "H", "H", "H", "H", "H", "H", "H", "H", "H", "H", "H", "H", "H", "H"],
  "positions_angstrom": [[2.4551, -0.3518, 0.1390], [2.8850, 2.5376, 3.0091], [2.2374, 1.7292, 2.1229], [0.8312, 1.9000, 2.0603], [2.4785, 0.3134, 2.3702], [2.7238, 1.9209, 0.7561], [6.5938, -1.2301, -0.0937], [5.2982, -1.5335, -0.0816], [4.5371, -0.4451, -0.2064], [5.3879, 0.6215, -0.3438], [5.1638, 1.9859, -0.5822], [6.2552, 2.8461, -0.5695], [7.5518, 2.3621, -0.4228], [7.7989, 1.0004, -0.2347], [6.7130, 0.1307, -0.2457], [7.3647, -1.8877, -0.0398], [4.9260, -2.5438, -0.0127], [4.1688, 2.3387, -0.8155], [6.0971, 3.9039, -0.7203], [8.3795, 3.0560, -0.4532], [8.8007, 0.6526, -0.0263], [-4.3432, 2.7385, 0.6866], [-3.1398, 1.9979, 0.1540], [-2.3090, 1.3463, 1.2623], [-1.1795, 0.5702, 0.8093], [-1.1320, -0.5043, 0.0696], [0.3689, -1.2169, -0.4646], [-2.2132, -1.1943, -0.4003], [-3.4508, -1.4286, 0.2312], [-3.7000, -1.0024, 1.3278], [-4.3777, -2.2915, -0.5411], [-4.3866, -2.3525, -1.9352], [-5.3083, -3.1723, -2.5883], [-6.2836, -3.8717, -1.8878], [-6.2753, -3.8137, -0.4998], [-5.3755, -2.9837, 0.1621], [-4.8632, 3.2459, -0.1251], [-4.0715, 3.4561, 1.4604], [-5.0754, 2.0642, 1.1382], [-2.4966, 2.7249, -0.3603], [-3.4488, 1.2708, -0.6035], [-2.9843, 0.6745, 1.8248], [-1.9205, 2.0989, 1.9523], [-0.2964, 0.9633, 1.1770], [-1.9953, -1.8378, -1.1559], [-3.7274, -1.7329, -2.5304], [-5.2309, -3.3053, -3.6626], [-6.9957, -4.4977, -2.4079], [-6.9647, -4.4310, 0.0669], [-5.4704, -2.8218, 1.2303]]
}

***

No. 8
{
  "formula": "C18H20MoN4O5S",
  "method": "wB97M-V/def2-TZVPD",
  "e_lumo_ev": [-11.18, -11.23],
  "de_lowest_kj_mol": 58.5,
  "total_charge": 3,
  "spin_multiplicity": 2,
  "s_squared": 0.76,
  "species": ["Mo", "C", "O", "C", "C", "C", "C", "C", "C", "O", "C", "O", "C", "H", "H", "H", "H", "H", "H", "H", "H", "H", "O", "N", "C", "C", "C", "C", "C", "S", "H", "H", "H", "H", "C", "N", "C", "C", "O", "N", "C", "N", "H", "H", "H", "H", "H", "H", "H"],
  "positions_angstrom": [[-0.1648, 0.1682, -0.3138], [-5.9709, 3.8319, -0.5561], [-4.8816, 4.6883, -0.1362], [-3.6672, 4.2351, -0.0402], [-2.6984, 5.1809, 0.3821], [-1.4094, 4.8040, 0.5384], [-0.9898, 3.4609, 0.2849], [0.3139, 3.0443, 0.4951], [1.4400, 3.8772, 0.9720], [0.6796, 1.8016, 0.2550], [-1.9896, 2.5530, -0.1743], [-1.6385, 1.2605, -0.4675], [-3.2940, 2.9033, -0.3311], [-6.8447, 4.4699, -0.5647], [-6.1053, 3.0235, 0.1600], [-5.7806, 3.4521, -1.5579], [-3.0210, 6.1950, 0.5725], [-0.6894, 5.5446, 0.8537], [1.1329, 4.8504, 1.3330], [2.1494, 4.0100, 0.1502], [1.9648, 3.3457, 1.7672], [-4.0062, 2.1759, -0.6899], [1.3156, -0.0973, -1.3990], [2.3698, -0.9305, -1.4093], [3.3478, -0.7503, -2.3308], [4.4095, -1.6028, -2.2827], [4.4443, -2.6138, -1.3099], [3.4231, -2.7531, -0.3917], [2.3525, -1.8682, -0.4349], [0.9992, -1.7981, 0.6348], [3.2143, 0.0539, -3.0385], [5.2108, -1.4809, -2.9974], [5.2890, -3.2903, -1.2737], [3.4381, -3.5240, 0.3667], [-4.5162, -3.8578, 0.0075], [-3.4440, -2.8563, 0.1096], [-2.9848, -2.2605, 1.3647], [-1.9767, -1.3080, 0.8178], [-1.2092, -0.4828, 1.4149], [-1.8608, -1.3952, -0.4953], [-2.7708, -2.3434, -0.9080], [-2.9425, -2.6714, -2.1697], [-4.7922, -4.1682, 1.0110], [-4.1657, -4.7366, -0.5329], [-5.3927, -3.4344, -0.4817], [-2.4984, -2.9969, 2.0098], [-3.7786, -1.7753, 1.9334], [-2.4067, -2.2237, -2.8954], [-3.6168, -3.3691, -2.4469]]
}